Entry 1:
This record from OMol25 describes a molecular structure, C36H90F2N7O20S3Sn in a non-equilibrium geometry. The level of theory is ωB97M-V with the def2-TZVPD basis set.

Cartesian coordinates (Å):
Sn 3.5583 -1.6394 3.0399
S 5.0148 -3.5559 0.5744
O 4.5198 -4.6548 -0.2489
O 4.2621 -2.3239 0.2607
O 4.7113 -3.7754 2.0631
O 6.4518 -3.3108 0.4355
N 1.2837 -1.4591 1.1554
S -0.0743 -1.8904 0.5461
O -0.0362 -2.6482 -0.6614
O -1.2179 -1.0287 0.6586
F -0.3583 -2.9778 1.7180
S 1.6298 -0.3028 -0.0168
O 0.9169 0.9548 0.0047
O 2.0487 -0.6910 -1.3220
F 3.0234 0.2500 0.6001
C 5.9770 -0.1855 0.9076
O 5.4632 -0.2201 2.2492
C 6.1534 0.7291 3.0331
C 5.4824 0.8994 4.4033
N 4.0225 0.8450 4.4303
C 3.3122 1.9758 3.7301
C 1.8247 1.8265 3.8451
O 1.5357 0.5333 3.3757
C 0.1644 0.1697 3.5041
H 7.0329 -0.4748 0.8787
H 5.8596 0.8396 0.5516
H 5.5050 -0.9816 0.3321
H 6.1312 1.7431 2.6145
H 7.2078 0.4594 3.1251
H 5.8356 1.8363 4.8480
H 5.8294 0.0650 5.0186
H 3.7813 1.2106 5.3482
H 3.7247 2.1482 2.7339
H 3.6731 2.8929 4.2199
H 1.2659 2.5300 3.2152
H 1.4632 2.1356 4.8367
H -0.3986 0.4683 2.6160
H -0.2392 0.5017 4.4605
H 0.0847 -0.9171 3.4479
C -6.2869 -4.4912 -1.6972
O -4.9327 -4.6424 -1.3832
C -4.0305 -3.9551 -2.2622
C -3.6054 -2.5470 -1.8121
N -4.7682 -1.6765 -1.5829
C -5.3838 -1.2758 -2.8533
C -6.4241 -0.1910 -2.6770
O -7.4759 -0.5077 -1.7908
C -7.4674 0.1550 -0.5065
H -6.9601 -5.2300 -1.2504
H -6.4406 -4.4944 -2.7795
H -6.7948 -3.6162 -1.2645
H -4.3633 -3.9550 -3.3047
H -3.1682 -4.6255 -2.2191
H -3.0143 -2.2135 -2.6691
H -2.9390 -2.6465 -0.9580
H -5.4313 -2.2928 -1.1321
H -5.9064 -2.1627 -3.2414
H -4.7075 -1.0196 -3.6702
H -6.8401 0.0875 -3.6515
H -5.9334 0.7493 -2.3932
H -6.5747 -0.2128 -0.0026
H -8.3750 -0.2022 -0.0229
H -7.5781 1.2193 -0.7139
C -0.9463 0.1738 -4.1124
O -1.0179 -1.2196 -3.8687
C -0.4317 -1.9278 -4.9149
C -0.2038 -3.3970 -4.5554
N 0.4845 -3.6287 -3.2927
C 0.5595 -4.9879 -2.8007
C 1.2650 -6.0020 -3.7014
O 2.6564 -5.6878 -3.6751
C 3.4832 -6.7943 -3.9634
H -1.2537 0.4717 -5.1221
H 0.1199 0.4074 -4.0160
H -1.5212 0.8203 -3.4537
H 0.5811 -1.5604 -5.1260
H -0.9370 -2.0383 -5.8831
H 0.3331 -3.8814 -5.3725
H -1.1875 -3.8901 -4.4407
H -0.1151 -3.1945 -2.6005
H -0.4881 -5.3585 -2.7517
H 0.8559 -5.1388 -1.7652
H 1.0404 -6.0475 -4.7733
H 1.1509 -7.0000 -3.2621
H 3.2365 -7.1217 -4.9835
H 3.2731 -7.6665 -3.3326
H 4.5266 -6.5171 -3.8482
C 1.7216 -5.2070 2.7141
O 2.2216 -4.4979 3.8509
C 1.5429 -4.5267 5.0754
C 2.2729 -3.5617 5.9864
N 1.9310 -2.1917 5.6302
C 2.5132 -1.2047 6.5648
C 1.8071 -1.2873 7.9357
O 0.4088 -1.4057 7.8333
C -0.2456 -0.1943 7.4935
H 2.4545 -5.9720 2.4737
H 1.5442 -4.4735 1.9311
H 0.7281 -5.6258 2.9044
H 1.5860 -5.5546 5.4572
H 0.4856 -4.2327 5.0093
H 3.3244 -3.8544 5.9960
H 1.8822 -3.8989 6.9596
H 0.9465 -2.2299 5.8878
H 2.2788 -0.1919 6.2347
H 3.5909 -1.3007 6.6931
H 2.0392 -0.3747 8.5045
H 2.2935 -2.0243 8.5774
H -1.3191 -0.3571 7.5037
H 0.0252 0.3418 6.5794
H 0.0365 0.5456 8.2539
C -2.3835 1.6867 -0.7685
O -3.6333 2.3481 -0.5705
C -4.0994 2.1928 0.7512
C -5.4233 2.9076 1.0192
N -5.3374 4.2998 1.5617
C -5.1363 5.2062 0.3733
C -4.9599 6.6437 0.8497
O -3.7726 6.7713 1.6259
C -3.5042 8.1191 1.9630
H -1.9860 2.0599 -1.7084
H -2.5469 0.6072 -0.7386
H -1.6542 1.9017 0.0179
H -3.3936 2.5700 1.4997
H -4.2994 1.1212 0.8710
H -5.8415 2.3477 1.8620
H -6.1952 2.9666 0.2542
H -4.4158 4.4717 1.9647
H -6.1635 5.2220 -0.0082
H -4.4131 4.9591 -0.4041
H -5.7665 6.9998 1.4960
H -4.9428 7.1555 -0.1201
H -2.4276 8.2903 1.9718
H -3.9595 8.2366 2.9530
H -3.8762 8.9877 1.4091
C 3.6972 2.8665 -1.5769
O 4.4754 3.4406 -2.6487
C 3.7773 4.4439 -3.3630
C 4.1782 4.4053 -4.8225
N 3.7781 5.5367 -5.6838
C 2.3210 5.7966 -5.6302
C 1.4150 4.6012 -5.8916
O 0.0873 4.9713 -5.6429
C -0.8695 3.9764 -5.3940
H 4.2639 3.0271 -0.6619
H 3.4561 1.8421 -1.8571
H 2.7343 3.3742 -1.4907
H 4.1909 5.3753 -2.9485
H 2.6875 4.4566 -3.2888
H 3.8234 3.5041 -5.3255
H 5.2656 4.3037 -4.7969
H 4.1778 6.3807 -5.2872
H 2.2032 6.6056 -6.3535
H 2.0606 6.1917 -4.6413
H 1.7529 3.8031 -5.2228
H 1.4795 4.2352 -6.9224
H -1.3711 4.2115 -4.4520
H -0.4383 3.0002 -5.1399
H -1.5725 3.8153 -6.2117

The total charge is -1. As for the gap between HOMO and LUMO: 6.2 eV. The calculation puts the relative energy (zero: lowest compared OMol25 entry of this formula, charge and spin) at 0.000 eV. The value obtained for the HOMO energy is -4.7947 eV. Its total energy is -4921.94278 hartree. The calculation puts the lowest unoccupied orbital energy at 1.4 eV.

---

Entry 2:
This record from OMol25 describes 3 unconnected molecules or ions with the total composition CH3O4S in a non-equilibrium geometry. The level of theory is ωB97M-V with the def2-TZVPD basis set.

Cartesian coordinates (Å):
C -1.6825 1.1711 1.2758
O 0.4146 0.5481 -1.4228
O 2.1194 -1.4242 -0.6296
O -1.0424 2.0415 1.6475
O -2.4925 0.4427 0.8164
S 1.9875 0.1766 -0.7857
H -0.4260 -1.2726 0.0587
H 1.2532 -1.4976 -0.0937
H -0.1311 -0.1856 -0.8666

The total charge is -1. As for the gap between HOMO and LUMO: 6.6 eV. The calculation puts the relative energy (zero: lowest compared OMol25 entry of this formula, charge and spin) at 3.048 eV. The value obtained for the HOMO energy is -3.1011 eV. Its total energy is -739.01338 hartree. The calculation puts the lowest unoccupied orbital energy at 3.5 eV.

---

Entry 3:
This record from OMol25 describes a molecular structure, C27H41BiN4O6SSb2 in a non-equilibrium geometry. The level of theory is ωB97M-V with the def2-TZVPD basis set.

Cartesian coordinates (Å):
Bi -0.9568 0.6116 -0.3370
O -3.4470 0.5360 -3.9096
C -2.5479 0.6096 -3.0960
O -2.4485 -0.0468 -1.9837
C -1.3572 1.5107 -3.3777
C -1.2059 2.2290 -4.5500
C -0.0560 2.9915 -4.7073
C 0.9040 3.0078 -3.7031
C 0.6886 2.2423 -2.5713
N -0.4223 1.5242 -2.4330
C 1.6928 2.0978 -1.4303
O 2.7005 2.7837 -1.4445
O 1.3444 1.2278 -0.5476
H -1.9850 2.1662 -5.2959
H 0.0978 3.5654 -5.6119
H 1.8121 3.5898 -3.7708
N -2.9157 -1.0822 0.4942
C -3.5029 -0.8662 1.8227
C -2.4389 -1.0903 2.9102
C -1.2084 -0.3440 2.4024
O -1.1784 0.8976 2.5251
O -0.4065 -1.0231 1.6794
H -3.5795 -0.9753 -0.2643
H -2.5022 -2.0066 0.4400
H -4.3667 -1.5135 2.0060
H -3.8418 0.1694 1.8656
H -2.2195 -2.1537 3.0086
H -2.7815 -0.6857 3.8604
C 4.7476 -1.4886 1.2272
Sb 2.5698 -1.3590 1.1961
C 2.3642 -1.0511 3.3271
C 2.3813 -3.5415 1.4713
C 2.7132 -4.2580 0.2144
C 3.9884 -4.8057 0.0505
C 4.3652 -5.4470 -1.1166
C 3.4649 -5.5475 -2.1674
C 2.1985 -5.0101 -2.0263
C 1.7984 -4.3724 -0.8501
C 0.4174 -3.8294 -0.7653
Sb 0.2889 -1.7177 -1.4020
C 2.1918 -1.4260 -2.3756
C -0.6673 -2.2183 -3.2853
H 5.0942 -2.0411 2.1008
H 5.1723 -0.4849 1.2451
H 5.0875 -1.9927 0.3218
H 3.2511 -1.3989 3.8537
H 1.4872 -1.6088 3.6508
H 2.1977 0.0059 3.5305
H 1.3522 -3.6970 1.7967
H 3.0588 -3.8130 2.2795
H 4.6960 -4.7220 0.8673
H 5.3576 -5.8708 -1.2036
H 3.7442 -6.0480 -3.0856
H 1.4862 -5.0782 -2.8422
H 0.0040 -3.8778 0.2401
H -0.2489 -4.3362 -1.4607
H 2.7419 -2.3661 -2.3523
H 2.7533 -0.6538 -1.8559
H 2.0116 -1.1338 -3.4097
H -0.1025 -3.0138 -3.7712
H -0.6788 -1.3365 -3.9247
H -1.6953 -2.5355 -3.1184
C -0.0162 4.2477 0.6038
N -1.0946 4.0965 1.5630
C -0.6409 4.0151 2.9458
C -2.3402 3.7283 1.2084
S -2.7162 3.0247 -0.2925
N -3.3097 3.9464 2.1257
C -4.6172 3.3306 1.9916
C -3.2826 5.1153 2.9930
H 0.6192 5.0756 0.9238
H -0.4140 4.4633 -0.3829
H 0.6012 3.3509 0.5664
H 0.2499 3.3859 2.9766
H -1.3995 3.5426 3.5635
H -0.3889 5.0001 3.3459
H -4.5060 2.3200 1.6150
H -5.2610 3.8882 1.3059
H -5.0867 3.2954 2.9749
H -2.4138 5.7301 2.7789
H -3.2686 4.8334 4.0479
H -4.1782 5.7119 2.8045

As for the gap between HOMO and LUMO: 7.5 eV. The calculation puts the relative energy (zero: lowest compared OMol25 entry of this formula, charge and spin) at 0.309 eV. The value obtained for the HOMO energy is -7.7463 eV. Its total energy is -2817.25609 hartree. The calculation puts the lowest unoccupied orbital energy at -0.2 eV.